P.
DFT (ωB97M-V/def2-TZVPD) results for the molecule C2H4INOS.

Computed properties:
E_HOMO   -8.63 eV
Structure (SMILES)   CO/N=C/SI
LUMO energy   -0.0369 Ha

Structure (ORCA input):
```
! wB97M-V def2-TZVPD RIJCOSX def2/J DEFGRID3
* xyz 0 1
C -1.08 0.01 -1.47
O -0.74 0.85 -0.42
N 0.08 0.09 0.37
C 0.48 0.52 1.48
S 1.75 -0.34 2.27
I 2.73 -2.08 0.91
H -1.50 0.64 -2.19
H -1.83 -0.78 -1.22
H 0.03 -0.28 -1.81
H 0.09 1.38 2.08
*
```


Q.
DFT (ωB97M-V/def2-TZVPD) results for the molecule C2H4INOS.

Computed properties:
E_HOMO   -8.67 eV
Structure (SMILES)   CO/N=C/SI
LUMO energy   -0.0396 Ha

Structure (ORCA input):
```
! wB97M-V def2-TZVPD RIJCOSX def2/J DEFGRID3
* xyz 0 1
C -1.40 -0.66 -0.97
O -0.73 0.53 -0.70
N 0.15 0.26 0.31
C 1.08 1.10 0.44
S 2.23 0.90 1.70
I 2.33 -1.44 2.29
H -2.50 -0.50 -0.56
H -0.88 -1.39 -0.27
H -1.25 -0.84 -2.09
H 0.97 2.03 -0.15
*
```


Least stable structure: P


P.
DFT (ωB97M-V/def2-TZVPD) results for a 2-piece molecular cluster, C3H10N2O3 overall.

Computed properties:
E_HOMO   -8.64 eV
Structure (SMILES)   C[C@H](N)C(N)=O.OO
LUMO energy   0.0067 Ha

Structure (ORCA input):
```
! wB97M-V def2-TZVPD RIJCOSX def2/J DEFGRID3
* xyz 0 1
C 0.71 -1.68 -0.57
C 0.78 -0.17 -0.66
N 1.69 0.37 0.28
C -0.80 0.48 -0.42
N -0.76 1.85 -0.58
O -1.73 -0.25 -0.77
H 1.65 -2.12 -0.87
H -0.08 -2.05 -1.22
H 0.48 -1.98 0.45
H 0.98 0.19 -1.67
H 1.90 1.34 0.05
H 1.25 0.39 1.28
H -0.08 2.27 -1.19
H -1.60 2.33 -0.31
O -0.93 0.43 1.52
O -1.58 -0.83 1.74
H 0.04 0.41 2.12
H -1.93 -0.98 0.82
*
```


Q.
DFT (ωB97M-V/def2-TZVPD) results for C3H10N2O3 as an isolated structure.

Computed properties:
E_HOMO   -8.44 eV
LUMO energy   -0.1155 Ha

Structure (ORCA input):
```
! wB97M-V def2-TZVPD RIJCOSX def2/J DEFGRID3
* xyz 0 1
C 0.36 0.14 0.95
C 1.01 0.53 -0.34
N 1.58 -0.52 -1.00
C 0.26 -0.93 -0.82
N -0.31 -1.09 0.40
H 1.12 -0.20 1.65
H 0.74 1.44 -0.87
H -0.30 -0.93 -1.75
H -1.29 -0.90 0.21
H -0.18 0.91 1.49
H -3.98 -0.64 0.99
O -3.06 -0.78 0.77
H -2.68 1.46 -1.18
H -2.72 0.20 0.09
O -2.22 1.18 -0.39
H 4.63 -0.16 -0.19
H 3.15 0.07 -0.30
O 3.89 0.23 0.29
*
```


Least stable structure: Q


P.
DFT (ωB97M-V/def2-TZVPD) results for the molecule C7H5NO3.

Computed properties:
E_HOMO (alpha / beta)   -8.60 / -8.60 eV
LUMO energy (alpha / beta)   -0.0394 / -0.0394 Ha

Structure (ORCA input):
```
! wB97M-V def2-TZVPD RIJCOSX def2/J DEFGRID3
* xyz 0 1
C -0.19 1.22 0.06
C -1.34 1.90 -0.06
C -0.43 -0.17 0.04
C -1.85 -0.36 0.04
C -2.44 0.99 0.05
C -4.83 1.38 -0.07
C 0.56 -1.31 0.02
N -2.60 -1.49 0.00
O -3.84 -1.44 0.04
O -1.99 -2.56 -0.08
O -3.71 1.17 0.05
H 0.70 1.78 0.08
H -1.33 3.01 -0.18
H 1.38 -0.86 -0.41
H 0.56 -1.60 0.99
H 0.25 -2.05 -0.69
*
```


Q.
DFT (ωB97M-V/def2-TZVPD) results for the molecule C7H5NO3.

Computed properties:
E_HOMO   -10.39 eV
Structure (SMILES)   O=Cc1cccc([N+](=O)[O-])c1
LUMO energy   -0.0491 Ha

Structure (ORCA input):
```
! wB97M-V def2-TZVPD RIJCOSX def2/J DEFGRID3
* xyz 0 1
O 3.65 -0.71 0.32
C 2.52 -1.07 -0.01
C 1.42 -0.22 -0.28
C 1.66 1.17 -0.23
C 0.54 2.03 -0.08
C -0.70 1.50 0.04
C -0.91 0.13 0.12
N -2.28 -0.39 0.01
O -2.39 -1.65 -0.24
O -3.27 0.32 0.26
C 0.14 -0.81 -0.02
H 2.18 -2.13 -0.02
H 2.72 1.59 -0.33
H 0.78 3.09 0.08
H -1.70 2.07 0.06
H -0.03 -1.92 0.15
*
```


Least stable structure: P


P.
DFT (ωB97M-V/def2-TZVPD) results for a 5-piece molecular cluster, C3H15NO4 overall.

Computed properties:
E_HOMO   -8.46 eV
Structure (SMILES)   C/C=C/N.O.O.O.O
LUMO energy   0.0269 Ha

Structure (ORCA input):
```
! wB97M-V def2-TZVPD RIJCOSX def2/J DEFGRID3
* xyz 0 1
C -2.21 1.56 1.06
C -1.68 1.86 -0.43
C -0.44 2.25 -0.75
N 0.25 2.04 -2.05
H -3.24 1.66 0.99
H -1.73 0.70 1.35
H -1.98 2.42 1.71
H -2.59 1.80 -1.05
H 0.19 2.75 -0.03
H 1.18 2.64 -1.97
H -0.34 2.31 -2.96
O 0.94 -1.14 -1.86
H 0.58 -0.55 -2.32
H 1.19 -0.61 -1.10
O 2.69 -0.53 0.72
H 2.44 -1.29 1.21
H 3.69 -0.78 0.62
O -0.43 -3.11 0.35
H -1.44 -3.01 0.15
H 0.17 -2.48 -0.08
O 1.23 -2.59 2.11
H 0.47 -2.48 2.60
H 1.06 -3.42 1.71
*
```


Q.
DFT (ωB97M-V/def2-TZVPD) results for a 4-piece molecular cluster, C3H15NO4 overall.

Computed properties:
E_HOMO   -8.45 eV
Structure (SMILES)   NCCCO.O.O.O
LUMO energy   0.0133 Ha

Structure (ORCA input):
```
! wB97M-V def2-TZVPD RIJCOSX def2/J DEFGRID3
* xyz 0 1
N 0.49 -0.78 1.53
C 1.45 -0.93 0.51
C 0.66 -1.60 -0.70
C 1.74 -2.56 -1.36
O 1.92 -2.13 -2.73
H -0.03 0.11 1.46
H 0.91 -0.72 2.52
H 1.93 -0.01 0.21
H 2.28 -1.50 0.93
H 0.39 -0.88 -1.41
H -0.28 -2.07 -0.32
H 1.52 -3.59 -1.33
H 2.68 -2.33 -0.88
H 1.15 -2.24 -3.34
O -1.41 1.77 1.55
H -0.83 2.57 1.28
H -2.17 2.13 1.98
O -1.97 4.58 2.58
H -2.74 4.48 3.17
H -1.24 4.93 3.02
O -2.07 -0.14 -2.91
H -2.59 0.33 -3.56
H -1.77 0.56 -2.19
*
```


Least stable structure: P


P.
DFT (ωB97M-V/def2-TZVPD) results for a 2-piece molecular cluster, C3H8O2S2 overall.

Computed properties:
E_HOMO   -9.07 eV
Structure (SMILES)   CSSC.O=CO
LUMO energy   0.0249 Ha

Structure (ORCA input):
```
! wB97M-V def2-TZVPD RIJCOSX def2/J DEFGRID3
* xyz 0 1
C 1.26 2.10 -0.15
S 1.68 0.80 -1.34
S 2.79 -0.48 -0.21
C 1.52 -1.50 0.57
H 0.69 2.87 -0.69
H 2.17 2.57 0.27
H 0.64 1.71 0.68
H 0.85 -0.91 1.22
H 0.90 -2.01 -0.19
H 2.03 -2.26 1.18
O -2.73 -0.02 0.94
C -3.23 -0.60 0.01
O -2.62 -0.82 -1.18
H -4.24 -1.03 -0.01
H -1.71 -0.42 -1.10
*
```


Q.
DFT (ωB97M-V/def2-TZVPD) results for a 2-piece molecular cluster, C3H8O2S2 overall.

Computed properties:
E_HOMO (alpha / beta)   -8.33 / -8.12 eV
LUMO energy (alpha / beta)   -0.0373 / -0.0382 Ha

Structure (ORCA input):
```
! wB97M-V def2-TZVPD RIJCOSX def2/J DEFGRID3
* xyz 0 1
C -1.41 -0.33 0.63
C -0.34 0.60 -0.01
C 1.03 0.03 0.13
O -0.41 1.94 0.46
O 0.26 -1.06 -1.92
S 2.43 0.95 -0.50
S 1.46 -1.33 1.05
H -1.48 -1.23 0.06
H -1.21 -0.71 1.56
H -2.38 0.18 0.73
H -0.55 0.58 -1.14
H -0.36 1.99 1.47
H 1.03 -1.41 -2.39
H 1.71 1.53 -1.37
H 0.22 -1.72 1.20
*
```


Least stable structure: Q


P.
DFT (ωB97M-V/def2-TZVPD) results for a 5-piece molecular cluster, C10H30O5 overall.

Computed properties:
E_HOMO   -9.53 eV
Structure (SMILES)   CCO.CCO.CCO.CCO.CCO
LUMO energy   0.0239 Ha

Structure (ORCA input):
```
! wB97M-V def2-TZVPD RIJCOSX def2/J DEFGRID3
* xyz 0 1
C 2.49 -2.83 1.06
C 1.56 -1.65 1.07
O 0.49 -1.91 0.19
H 3.34 -2.70 1.74
H 2.89 -3.00 0.06
H 1.97 -3.74 1.37
H 2.10 -0.73 0.78
H 1.20 -1.46 2.10
H 0.04 -1.09 -0.03
C -0.63 2.94 -1.02
C -0.66 1.80 -0.03
O -0.50 0.56 -0.75
H -1.47 2.84 -1.69
H 0.31 2.96 -1.57
H -0.71 3.92 -0.54
H -1.63 1.80 0.48
H 0.07 1.84 0.78
H -1.35 0.37 -1.17
C 3.18 2.32 0.00
C 4.45 1.65 -0.39
O 5.17 1.32 0.81
H 2.65 2.74 -0.86
H 3.36 3.16 0.68
H 2.47 1.66 0.50
H 5.06 2.35 -0.98
H 4.24 0.74 -0.95
H 6.09 1.15 0.58
C -2.58 -0.80 -4.63
C -1.83 -0.89 -3.33
O -2.64 -0.35 -2.23
H -2.02 -1.22 -5.46
H -2.78 0.25 -4.87
H -3.55 -1.29 -4.55
H -0.92 -0.30 -3.32
H -1.55 -1.91 -3.06
H -3.15 -1.07 -1.86
C -2.06 -1.38 3.93
C -3.03 -0.90 2.87
O -4.00 0.00 3.39
H -1.64 -0.53 4.47
H -1.22 -1.92 3.49
H -2.54 -2.04 4.66
H -3.53 -1.73 2.36
H -2.48 -0.36 2.09
H -4.68 -0.52 3.82
*
```


Q.
DFT (ωB97M-V/def2-TZVPD) results for a 5-piece molecular cluster, C10H30O5 overall.

Computed properties:
E_HOMO   -9.79 eV
Structure (SMILES)   CCO.CCO.CCO.CCO.CCO
LUMO energy   0.0207 Ha

Structure (ORCA input):
```
! wB97M-V def2-TZVPD RIJCOSX def2/J DEFGRID3
* xyz 0 1
C 21.27 -3.26 -23.86
C 20.40 -2.96 -22.64
O 20.41 -4.13 -21.83
H 22.23 -3.66 -23.53
H 21.44 -2.38 -24.48
H 20.81 -4.00 -24.52
H 19.41 -2.64 -22.99
H 20.81 -2.08 -22.13
H 19.72 -4.01 -21.16
C 18.29 -9.14 -20.90
C 19.12 -10.41 -20.72
O 19.82 -10.42 -19.48
H 17.97 -8.71 -19.95
H 17.39 -9.35 -21.49
H 18.86 -8.38 -21.44
H 19.86 -10.58 -21.50
H 18.48 -11.30 -20.80
H 19.23 -10.71 -18.78
C 22.59 -7.81 -24.27
C 21.51 -7.14 -23.44
O 22.14 -6.41 -22.41
H 23.40 -7.13 -24.51
H 22.24 -8.35 -25.14
H 23.07 -8.53 -23.60
H 20.84 -7.91 -23.04
H 20.88 -6.50 -24.07
H 21.51 -5.74 -22.09
C 17.43 -6.75 -25.87
C 18.04 -5.46 -25.39
O 18.31 -5.57 -24.01
H 16.69 -7.15 -25.17
H 18.17 -7.52 -26.10
H 16.83 -6.66 -26.78
H 17.46 -4.55 -25.60
H 18.94 -5.33 -26.00
H 19.03 -5.01 -23.70
C 23.72 -12.07 -23.41
C 24.57 -11.31 -22.40
O 24.92 -12.13 -21.29
H 24.26 -12.98 -23.67
H 23.69 -11.52 -24.36
H 22.66 -12.16 -23.14
H 24.09 -10.37 -22.11
H 25.53 -11.06 -22.86
H 24.10 -12.39 -20.84
*
```


R.
DFT (ωB97M-V/def2-TZVPD) results for a 5-piece molecular cluster, C10H30O5 overall.

Computed properties:
E_HOMO   -9.87 eV
Structure (SMILES)   CCO.CCO.CCO.CCO.CCO
LUMO energy   0.0286 Ha

Structure (ORCA input):
```
! wB97M-V def2-TZVPD RIJCOSX def2/J DEFGRID3
* xyz 0 1
C -1.38 -0.82 2.67
C 0.09 -0.66 3.06
O 0.92 -1.54 2.32
H -1.48 -0.70 1.60
H -1.97 -0.14 3.28
H -1.67 -1.85 2.89
H 0.23 -0.90 4.12
H 0.40 0.39 2.97
H 0.76 -1.43 1.37
C 0.78 -4.08 -0.05
C 0.62 -4.86 -1.35
O -0.29 -5.92 -1.15
H 1.20 -4.72 0.73
H -0.14 -3.61 0.28
H 1.46 -3.24 -0.22
H 1.56 -5.21 -1.78
H 0.26 -4.13 -2.09
H -0.10 -6.70 -1.66
C -3.71 3.59 -0.97
C -3.36 4.86 -0.18
O -3.74 4.72 1.19
H -2.97 2.85 -0.67
H -3.62 3.80 -2.04
H -4.71 3.21 -0.76
H -3.84 5.75 -0.59
H -2.29 5.04 -0.25
H -4.66 4.97 1.26
C -0.16 1.21 -2.02
C -0.57 0.42 -0.80
O 0.37 -0.61 -0.52
H 0.68 1.88 -1.83
H -1.01 1.79 -2.41
H 0.00 0.50 -2.84
H -1.54 -0.05 -0.97
H -0.62 1.03 0.11
H 1.24 -0.25 -0.29
C 3.78 0.93 -1.22
C 3.95 0.36 0.17
O 2.67 0.41 0.79
H 4.69 0.95 -1.82
H 3.34 1.92 -1.15
H 3.07 0.31 -1.78
H 4.60 1.03 0.75
H 4.41 -0.63 0.17
H 2.73 0.12 1.71
*
```


Least stable structure: Q


P.
DFT (ωB97M-V/def2-TZVPD) results for a 2-piece molecular cluster, C8H18O overall.

Computed properties:
E_HOMO   -9.04 eV
Structure (SMILES)   C=C(C)C(C)C.CCO
LUMO energy   0.0334 Ha

Structure (ORCA input):
```
! wB97M-V def2-TZVPD RIJCOSX def2/J DEFGRID3
* xyz 0 1
C 1.23 -1.21 1.45
C 0.87 -0.87 0.22
C 0.86 -1.89 -0.89
C 1.06 0.68 -0.33
C 0.75 1.70 0.75
C 2.47 0.87 -0.85
H 1.34 -0.49 2.25
H 1.43 -2.23 1.72
H 0.80 -2.91 -0.50
H -0.02 -1.72 -1.51
H 1.74 -1.82 -1.53
H 0.35 0.78 -1.16
H 0.77 2.72 0.35
H -0.22 1.53 1.20
H 1.49 1.65 1.55
H 3.20 0.64 -0.07
H 2.68 0.22 -1.71
H 2.63 1.90 -1.19
C -2.87 0.68 0.61
C -2.29 -0.55 -0.03
O -2.24 -0.53 -1.43
H -2.80 0.61 1.70
H -2.32 1.57 0.29
H -3.92 0.82 0.32
H -2.82 -1.46 0.29
H -1.13 -0.65 0.27
H -3.00 -0.05 -1.78
*
```


Q.
DFT (ωB97M-V/def2-TZVPD) results for C8H18O as an isolated structure.

Computed properties:
E_HOMO   -8.31 eV
LUMO energy   0.0125 Ha

Structure (ORCA input):
```
! wB97M-V def2-TZVPD RIJCOSX def2/J DEFGRID3
* xyz 0 1
C -0.47 0.13 -1.75
C 0.03 1.57 -1.93
C -1.90 0.00 -2.29
C -0.47 -0.33 -0.29
O -0.90 -1.57 -0.13
H 0.17 -0.56 -2.31
H -0.95 0.41 0.37
H -0.53 2.25 -1.29
H -2.26 -1.02 -2.18
H -2.58 0.66 -1.75
H 1.09 1.67 -1.70
H -0.13 1.89 -2.96
H -1.93 0.28 -3.34
C 0.20 -0.66 2.67
C 1.35 -0.22 0.33
C -0.58 -1.78 2.49
C 1.91 1.09 0.87
H 1.25 -0.74 2.91
H -0.25 0.32 2.70
H 1.77 -1.11 0.79
H 1.65 -0.35 -0.70
H -1.64 -1.71 2.72
H 2.51 1.62 0.13
H 2.52 0.95 1.75
H 1.11 1.78 1.15
H -0.14 -2.75 2.71
H -0.83 -1.80 1.03
*
```


Least stable structure: Q


P.
DFT (ωB97M-V/def2-TZVPD) results for a 2-piece molecular cluster, C4H9O3 overall.

Computed properties:
E_HOMO (alpha / beta)   -10.08 / -10.04 eV
LUMO energy (alpha / beta)   0.0278 / -0.1295 Ha

Structure (ORCA input):
```
! wB97M-V def2-TZVPD RIJCOSX def2/J DEFGRID3
* xyz 0 2
C -1.54 -1.07 -0.76
C -1.44 0.04 0.31
C -0.13 -1.61 -1.18
O 0.06 -2.79 -1.01
O 0.51 -0.73 -1.77
H -2.21 -1.83 -0.23
H -2.03 -0.89 -1.67
H -0.58 -0.09 0.85
H -2.21 0.01 1.02
H -1.41 0.94 -0.09
C 1.53 1.36 0.84
O 2.84 0.97 0.83
H 3.14 1.45 0.03
H 0.97 0.49 0.39
H 1.08 1.33 1.90
H 1.40 2.42 0.55
*
```


Q.
DFT (ωB97M-V/def2-TZVPD) results for a 2-piece molecular cluster, C4H9O3 overall.

Computed properties:
E_HOMO (alpha / beta)   -11.01 / -10.78 eV
LUMO energy (alpha / beta)   0.0234 / -0.1278 Ha

Structure (ORCA input):
```
! wB97M-V def2-TZVPD RIJCOSX def2/J DEFGRID3
* xyz 0 2
O -2.31 1.13 0.20
C -1.56 0.23 0.76
O -2.00 -0.79 1.21
C -0.05 0.54 0.72
C 0.67 -0.74 0.21
C 2.19 -0.48 0.29
H 0.14 0.77 1.76
H 0.21 1.36 0.05
H 0.34 -0.96 -0.80
H 0.34 -1.52 0.87
H 2.44 0.50 0.71
H 2.59 -1.10 1.08
H 2.68 -0.52 -0.68
H -2.53 0.64 -1.68
H -1.13 0.65 -2.26
O -2.01 0.29 -2.43
*
```


Least stable structure: P